Model one:
Entry from OMol25: a cluster of 2 separate species, C9H14 in total (wB97M-V/def2-TZVPD).

Structure (ORCA input):
```
! RIJCOSX wB97M-V def2-TZVPD def2/J DEFGRID3
* xyz 0 1
C -0.13 -0.05 1.51
C 0.50 -1.26 0.86
C 1.87 -1.28 0.58
C 2.35 -2.15 -0.39
C 1.54 -3.12 -0.97
C 0.20 -3.15 -0.61
C -0.32 -2.25 0.30
H -0.96 -0.37 2.16
H -0.63 0.46 0.68
H 0.54 0.62 2.04
H 2.58 -0.82 1.26
H 3.38 -2.02 -0.70
H 1.93 -3.86 -1.65
H -0.46 -3.92 -0.99
H -1.33 -2.26 0.67
C -0.92 3.29 -0.04
C -1.84 3.02 -1.20
H -1.25 4.17 0.53
H -0.83 2.52 0.72
H 0.13 3.53 -0.24
H -1.75 2.02 -1.61
H -1.73 3.74 -2.02
H -2.88 3.14 -0.89
*
```

Summary:
E_HOMO = -0.326 Eh
structure (SMILES) = Cc1ccccc1.CC

Atom charges from the natural (NBO) analysis, given in e for atoms 1 to 4:
1. C -0.64
2. C 0.02
3. C -0.23
4. C -0.20

Model two:
Entry from OMol25: a cluster of 2 separate species, C9H14 in total (wB97M-V/def2-TZVPD).

Structure (ORCA input):
```
! RIJCOSX wB97M-V def2-TZVPD def2/J DEFGRID3
* xyz 0 1
C 3.24 -0.74 0.14
C 2.03 0.13 0.41
C 1.39 0.78 -0.64
C 0.26 1.60 -0.35
C -0.22 1.72 0.95
C 0.45 1.07 1.98
C 1.58 0.26 1.70
H 3.07 -1.34 -0.83
H 3.35 -1.42 0.94
H 4.12 -0.18 -0.04
H 1.72 0.67 -1.64
H -0.27 2.14 -1.20
H -1.07 2.37 1.17
H 0.11 1.13 2.99
H 2.02 -0.22 2.50
C -2.86 -0.38 -1.43
C -2.60 -1.61 -0.56
H -2.40 0.49 -0.93
H -2.37 -0.54 -2.46
H -3.91 -0.19 -1.57
H -3.08 -2.43 -1.03
H -3.02 -1.47 0.42
H -1.52 -1.84 -0.54
*
```

Summary:
E_HOMO = -0.337 Eh
structure (SMILES) = Cc1ccccc1.CC

Atom charges from the natural (NBO) analysis, given in e for atoms 1 to 4:
1. C -0.64
2. C 0.08
3. C -0.25
4. C -0.19

Model three:
Entry from OMol25: a cluster of 2 separate species, C9H14 in total (wB97M-V/def2-TZVPD).

Structure (ORCA input):
```
! RIJCOSX wB97M-V def2-TZVPD def2/J DEFGRID3
* xyz 0 1
C 2.29 0.74 -1.54
C 0.85 0.13 -1.46
C -0.25 0.91 -1.06
C -1.56 0.42 -1.07
C -1.69 -0.89 -1.28
C -0.66 -1.68 -1.76
C 0.66 -1.05 -2.00
H 2.41 1.75 -1.91
H 2.89 0.17 -2.17
H 2.73 0.94 -0.54
H 0.16 1.98 -0.79
H -2.45 1.15 -0.95
H -2.54 -1.48 -1.10
H -0.97 -2.61 -2.16
H 1.31 -1.58 -2.66
C -0.72 0.44 3.36
C 0.03 -0.21 2.15
H -0.18 0.53 4.34
H -1.28 1.45 3.18
H -1.57 -0.22 3.65
H -0.77 -0.15 1.53
H 0.88 0.45 1.87
H 0.42 -1.18 2.39
*
```

Summary:
E_HOMO = -0.328 Eh
structure (SMILES) = Cc1ccccc1.CC

Atom charges from the natural (NBO) analysis, given in e for atoms 1 to 4:
1. C -0.63
2. C -0.03
3. C -0.19
4. C -0.23

Model four:
Entry from OMol25: a cluster of 2 separate species, C9H14 in total (wB97M-V/def2-TZVPD).

Structure (ORCA input):
```
! RIJCOSX wB97M-V def2-TZVPD def2/J DEFGRID3
* xyz 0 1
C -0.61 0.26 4.01
C -0.28 0.36 2.52
C -0.32 -0.72 1.65
C 0.02 -0.62 0.31
C 0.07 0.66 -0.20
C 0.04 1.79 0.61
C -0.10 1.63 1.98
H -0.55 -0.78 4.29
H -1.58 0.72 4.18
H 0.18 0.79 4.52
H -0.58 -1.69 2.04
H 0.09 -1.47 -0.35
H 0.21 0.88 -1.25
H 0.21 2.73 0.12
H -0.20 2.56 2.53
C -0.32 -0.63 -3.43
C 1.13 -1.16 -3.24
H -0.20 0.45 -3.32
H -0.58 -0.78 -4.48
H -1.07 -1.07 -2.79
H 1.55 -1.27 -4.23
H 1.12 -2.15 -2.79
H 1.76 -0.50 -2.67
*
```

Summary:
E_HOMO = -0.331 Eh
structure (SMILES) = Cc1ccccc1.CC

Atom charges from the natural (NBO) analysis, given in e for atoms 1 to 4:
1. C -0.62
2. C -0.02
3. C -0.21
4. C -0.21

Energies relative to the minimum, hartree: model one 0.0076; model two 0.0000; model three 0.0634; model four 0.0053

Model one:
Entry from OMol25: a cluster of 2 separate species, C9H14 in total (wB97M-V/def2-TZVPD).

Structure (ORCA input):
```
! RIJCOSX wB97M-V def2-TZVPD def2/J DEFGRID3
* xyz 0 1
C -1.54 0.88 -2.02
C -0.90 1.14 -0.69
C 0.39 0.63 -0.49
C 1.22 1.16 0.47
C 0.75 2.17 1.34
C -0.51 2.70 1.14
C -1.26 2.25 0.07
H -1.01 1.42 -2.80
H -2.54 1.26 -2.25
H -1.66 -0.18 -2.22
H 0.72 -0.26 -0.98
H 2.18 0.77 0.79
H 1.45 2.45 2.10
H -0.99 3.44 1.77
H -2.22 2.68 -0.17
C 0.09 -2.78 0.06
C 1.40 -2.79 0.88
H -0.71 -2.54 0.76
H 0.21 -2.08 -0.76
H -0.16 -3.76 -0.33
H 2.27 -2.99 0.25
H 1.28 -3.65 1.55
H 1.52 -1.92 1.52
*
```

Summary:
E_HOMO = -0.332 Eh
structure (SMILES) = Cc1ccccc1.CC

Atom charges from the natural (NBO) analysis, given in e for atoms 1 to 4:
1. C -0.64
2. C -0.02
3. C -0.21
4. C -0.20

Model two:
Entry from OMol25: a cluster of 2 separate species, C9H14 in total (wB97M-V/def2-TZVPD).

Structure (ORCA input):
```
! RIJCOSX wB97M-V def2-TZVPD def2/J DEFGRID3
* xyz 0 1
C 0.48 2.98 0.22
C 1.09 1.69 -0.20
C 1.02 0.55 0.58
C 1.45 -0.72 0.15
C 2.00 -0.81 -1.11
C 2.13 0.33 -1.91
C 1.61 1.54 -1.49
H -0.61 2.94 0.31
H 0.71 3.72 -0.55
H 0.89 3.42 1.13
H 0.65 0.66 1.59
H 1.35 -1.54 0.84
H 2.43 -1.72 -1.51
H 2.56 0.10 -2.88
H 1.64 2.39 -2.17
C -1.73 -1.67 0.75
C -3.14 -2.21 0.96
H -1.64 -0.60 0.94
H -0.98 -2.18 1.37
H -1.44 -1.91 -0.27
H -3.24 -3.21 0.55
H -3.88 -1.50 0.62
H -3.33 -2.28 2.04
*
```

Summary:
E_HOMO = -0.333 Eh
structure (SMILES) = Cc1ccccc1.CC

Atom charges from the natural (NBO) analysis, given in e for atoms 1 to 4:
1. C -0.63
2. C -0.02
3. C -0.21
4. C -0.20

Energies relative to the minimum, hartree: model one 0.0170; model two 0.0000